No. 1
Entry from OMol25: 2 unconnected molecules or ions with the total composition CH2F2N2O (the ωB97M-V functional and the def2-TZVPD basis).

energy above the lowest of the compared OMol25 structures with the same formula, charge and spin	10.8	kcal/mol
E_LUMO	-0.115	eV
E	-11529.5562	eV
frontier orbital gap	0.36960	Ha
spin multiplicity	1

```
8
Properties=species:S:1:pos:R:3:forces:R:3:lowdin_charge:R:1
F -1.760 0.243 -1.161 0.2 -0.4 0.9 0.0686
O -0.691 -1.464 -0.187 0.6 1.4 0.4 0.0734
H 1.148 -0.815 0.196 -0.2 1.7 -0.6 0.1740
N 0.402 1.051 -0.224 -1.9 -1.0 -0.7 0.1307
H 2.123 0.760 0.440 0.0 -1.2 -0.7 0.1462
F -1.431 0.255 1.001 -0.8 0.4 1.2 0.1377
C -1.061 -0.311 -0.116 -0.6 -0.5 -2.6 -0.7265
N 1.270 0.281 0.051 2.9 -0.4 2.2 -0.0040
```
Forces are in eV/Å.

---

No. 2
Entry from OMol25: a gas-phase ion, CH2F2N2OP (charge +1) (the ωB97M-V functional and the def2-TZVPD basis).

energy above the lowest of the compared OMol25 structures with the same formula, charge and spin	159.2	kcal/mol
SMILES	N#P=[NH+]OC(F)F
E_LUMO	-8.578	eV
charge	+1
E	-20806.3788	eV
frontier orbital gap	0.32035	Ha
spin multiplicity	1

```
9
Properties=species:S:1:pos:R:3:forces:R:3:lowdin_charge:R:1
H -0.753 1.758 1.120 0.3 1.5 -0.3 0.1064
H 2.097 -0.171 -1.133 -0.6 -0.2 0.0 0.2033
N -0.441 0.910 0.693 -0.2 -4.7 -2.4 -0.0521
F 1.731 -0.562 0.800 -0.2 -0.6 -0.3 0.1464
C 1.269 -0.296 -0.412 0.0 -1.7 0.4 -0.3917
F 0.363 -1.339 -0.812 1.2 1.8 0.9 0.0133
N -2.983 -1.053 -0.095 0.3 0.3 0.2 -0.1437
P -1.866 -0.131 0.224 1.9 1.3 0.3 1.1273
O 0.584 0.883 -0.386 -2.7 2.2 1.2 -0.0092
```
Forces are in eV/Å.

---

No. 3
Entry from OMol25: 2 unconnected molecules or ions with the total composition CH2F2O3 (the ωB97M-V functional and the def2-TZVPD basis).

energy above the lowest of the compared OMol25 structures with the same formula, charge and spin	46.4	kcal/mol
E_LUMO	0.353	eV
E	-12642.2480	eV
frontier orbital gap	0.35694	Ha
spin multiplicity	1

```
8
Properties=species:S:1:pos:R:3:forces:R:3:lowdin_charge:R:1
C -1.412 -0.933 -0.215 1.4 -1.6 -0.2 -0.5786
O 1.719 0.838 0.483 -0.1 -2.7 -1.1 0.0186
H 0.904 0.395 0.754 -0.3 -0.4 0.2 0.0946
O 1.409 1.007 -0.992 0.0 0.3 0.1 -0.2505
F -1.137 -2.029 -0.938 -0.1 0.8 0.8 0.1681
F -2.310 -0.279 -0.823 -1.3 0.9 -0.7 0.2498
H 1.727 1.648 0.928 0.1 2.7 0.8 0.1083
O -0.900 -0.647 0.803 0.2 0.0 0.2 0.1896
```
Forces are in eV/Å.